DFT (wB97M-V/def2-TZVPD) results for a structure of composition C48H59N5OP2PdSSi2.

Largest force on an atom (hartree/bohr): 0.0149
Orbital gap (eV): 7.063
LUMO level (eV): 0.0

ORCA input file:
```
! wB97M-V def2-TZVPD RIJCOSX def2/J DEFGRID3
* xyz 0 1
Pd -0.0180 -0.6191 -1.4624
C 3.4535 -2.7910 -1.0604
Si 3.2100 -1.2004 -2.0325
C 2.6277 -1.6445 -3.7638
C 4.8733 -0.3473 -2.2043
N 2.0700 -0.2369 -1.1674
P 1.7098 1.3460 -1.1521
C 0.0474 1.3131 -0.9271
P -1.5077 1.5548 -1.5170
N -2.1043 0.0400 -1.4870
Si -3.7502 -0.4387 -1.7826
C -3.8449 -2.2897 -2.0318
C -4.5400 0.3572 -3.2922
C -4.8084 0.0262 -0.3084
C -2.4571 2.7132 -0.5060
C -2.1545 2.7611 0.8546
C -2.9229 3.5371 1.7100
C -3.9921 4.2682 1.2102
C -4.2940 4.2282 -0.1449
C -3.5290 3.4517 -1.0020
C -1.5160 2.2529 -3.1951
C -1.5482 1.4039 -4.2972
C -1.3835 1.9101 -5.5777
C -1.1710 3.2690 -5.7663
C -1.1178 4.1199 -4.6710
C -1.2879 3.6135 -3.3909
C 2.3066 2.1988 -2.6392
C 1.7967 1.7872 -3.8708
C 2.1966 2.4131 -5.0383
C 3.1073 3.4621 -4.9874
C 3.6132 3.8824 -3.7670
C 3.2130 3.2543 -2.5938
C 2.5359 2.1864 0.2233
C 3.7698 1.7586 0.6979
C 4.3698 2.4120 1.7673
C 3.7336 3.4892 2.3667
C 2.4914 3.9102 1.9063
C 1.8934 3.2581 0.8398
H 4.4105 -3.2607 -1.3007
H 2.6565 -3.4981 -1.3028
H 3.4384 -2.5851 0.0137
H 3.0541 -2.6006 -4.0797
H 2.9206 -0.8896 -4.4968
H 1.5399 -1.7436 -3.7908
H 5.5229 -0.9622 -2.8340
H 5.3870 -0.2104 -1.2502
H 4.7780 0.6299 -2.6845
H -3.1768 -2.6355 -2.8213
H -4.8713 -2.5490 -2.3079
H -3.5962 -2.8475 -1.1265
H -4.1474 -0.0359 -4.2317
H -4.4339 1.4433 -3.3179
H -5.6107 0.1326 -3.2601
H -4.3902 -0.3648 0.6215
H -5.8207 -0.3732 -0.4197
H -4.8895 1.1108 -0.2012
H -1.3162 2.1828 1.2298
H -2.6892 3.5648 2.7667
H -4.5930 4.8725 1.8781
H -5.1268 4.8007 -0.5326
H -3.7677 3.4191 -2.0584
H -1.6884 0.3412 -4.1403
H -1.4180 1.2422 -6.4295
H -1.0411 3.6643 -6.7659
H -0.9393 5.1782 -4.8123
H -1.2375 4.2818 -2.5383
H 1.0784 0.9762 -3.9058
H 1.7909 2.0889 -5.9883
H 3.4181 3.9534 -5.9008
H 4.3212 4.7002 -3.7249
H 3.6124 3.5867 -1.6439
H 4.2541 0.9075 0.2360
H 5.3306 2.0746 2.1353
H 4.1976 3.9931 3.2051
H 1.9851 4.7360 2.3892
H 0.9096 3.5592 0.4954
C 1.9040 -3.4059 4.4762
C 1.5803 -3.9135 3.0770
C 1.0551 -2.7818 2.2100
N 0.6942 -3.2339 0.8651
C -0.3621 -2.9217 0.1344
S -0.3355 -3.1192 -1.5597
N -1.4870 -2.4100 0.7537
C -2.0988 -2.7594 1.9546
O -2.8354 -1.9657 2.4966
C -1.8973 -4.1364 2.4893
C -1.8936 -4.2977 3.8710
C -1.7510 -5.5625 4.4169
C -1.6434 -6.6684 3.5827
C -1.6774 -6.5107 2.2039
C -1.7962 -5.2436 1.6533
H 2.2822 -4.2095 5.1076
H 1.0124 -2.9924 4.9525
H 2.6568 -2.6156 4.4476
H 0.8371 -4.7115 3.1233
H 2.4756 -4.3371 2.6111
H 1.8176 -2.0050 2.0983
H 0.2015 -2.2979 2.6770
H 1.4515 -3.6135 0.3125
H -1.9744 -1.6917 0.2098
H -1.9977 -3.4227 4.5001
H -1.7321 -5.6885 5.4914
H -1.5411 -7.6580 4.0092
H -1.6134 -7.3750 1.5562
H -1.8368 -5.1239 0.5770
N 0.3493 0.2527 2.2086
C 0.3711 0.4113 3.5696
C 1.5449 0.8242 4.2131
C 1.5719 0.9802 5.5882
C 0.4413 0.7350 6.3579
C -0.7246 0.3314 5.7204
C -0.7701 0.1674 4.3448
H -0.4638 -0.0823 1.7238
H 1.1823 0.3630 1.6579
H 2.4285 1.0291 3.6181
H 2.4906 1.3011 6.0649
H 0.4680 0.8603 7.4320
H -1.6197 0.1428 6.3013
H -1.6883 -0.1390 3.8577
*
```